Entry 1:
ORCA calculation (ωB97M-V/def2-TZVPD) on a single C24H37FN2O2 molecule.

```
66
Properties=species:S:1:pos:R:3:forces:R:3
C -6.84889 -0.57366 -1.77956 0.0056 -0.0072 -0.0030
C -5.94103 -0.85485 -0.61733 -0.0214 0.0257 -0.0127
C -5.74306 0.05029 0.41736 0.0072 -0.0313 0.0008
C -4.90827 -0.24122 1.49114 -0.0379 0.0370 0.0034
C -4.75954 0.70022 2.64974 0.0703 -0.0473 0.0045
O -4.89130 0.29203 3.79243 -0.0192 0.0094 -0.0013
N -4.51020 2.01795 2.38246 -0.0074 0.0244 -0.0058
C -4.44209 2.89745 3.53754 0.0147 -0.0029 -0.0023
C -3.79883 2.47751 1.19343 -0.0122 0.0067 0.0027
C -2.29528 2.62600 1.41801 0.0001 0.0020 -0.0130
C -1.63106 1.32303 1.84301 -0.0037 0.0016 0.0029
C -0.12348 1.44892 2.01684 0.0023 -0.0058 -0.0006
C 0.52480 0.13562 2.43347 0.0096 -0.0007 0.0075
C 2.03984 0.22280 2.58250 -0.0099 0.0068 -0.0015
N 2.72056 0.55265 1.34100 -0.0416 0.0228 -0.0162
C 2.90284 -0.37345 0.36324 0.0821 -0.0619 0.0111
O 2.57561 -1.53805 0.51646 -0.0163 0.0134 0.0055
C 3.54703 0.15153 -0.90803 0.0152 0.0267 0.0218
C 4.37916 -0.90149 -1.64652 -0.0327 0.0028 -0.0188
C 3.46014 -1.80549 -2.47384 0.0030 -0.0024 -0.0014
C 4.22901 -2.88360 -3.22552 0.0057 0.0004 0.0001
C 5.28414 -2.25262 -4.12559 -0.0056 -0.0003 0.0004
C 6.21264 -1.36083 -3.31122 -0.0030 0.0002 -0.0021
C 5.47174 -0.27325 -2.52762 0.0088 0.0057 0.0114
C 6.48659 0.54060 -1.72728 -0.0037 0.0008 -0.0012
C -4.26083 -1.46740 1.54762 -0.0034 -0.0035 0.0158
C -4.42124 -2.38295 0.52009 -0.0041 -0.0140 -0.0213
C -5.25252 -2.05543 -0.53056 0.0190 -0.0030 0.0100
F -5.41448 -2.95093 -1.52842 -0.0039 0.0024 0.0015
H -6.29574 -0.58034 -2.71977 -0.0020 -0.0028 0.0000
H -7.62728 -1.33300 -1.86095 -0.0021 0.0021 -0.0009
H -7.32523 0.39860 -1.66595 0.0010 0.0018 0.0025
H -6.26425 1.00091 0.39087 -0.0067 -0.0041 -0.0053
H -5.27519 2.68950 4.20289 -0.0047 -0.0005 0.0026
H -3.51856 2.75848 4.10767 -0.0066 -0.0004 0.0002
H -4.49481 3.92965 3.19186 -0.0066 0.0007 0.0046
H -3.97185 1.77129 0.38524 0.0099 0.0053 0.0062
H -4.22987 3.43534 0.88981 0.0012 -0.0019 -0.0073
H -1.85018 2.98049 0.48296 0.0011 0.0050 0.0041
H -2.10186 3.40331 2.16368 0.0032 -0.0042 0.0046
H -2.07134 0.97372 2.78350 0.0030 0.0003 -0.0010
H -1.84499 0.54724 1.09919 -0.0014 0.0008 -0.0002
H 0.31870 1.79402 1.07605 -0.0015 -0.0009 -0.0007
H 0.09380 2.22091 2.76512 -0.0005 0.0010 -0.0005
H 0.10409 -0.19322 3.38870 -0.0024 -0.0028 -0.0028
H 0.29532 -0.64351 1.70233 -0.0013 0.0003 -0.0011
H 2.30696 0.98554 3.31677 0.0009 -0.0012 0.0008
H 2.42997 -0.73256 2.93284 0.0023 -0.0009 0.0002
H 2.99370 1.50205 1.16230 -0.0055 0.0024 0.0041
H 2.74056 0.50133 -1.56249 0.0026 0.0068 -0.0020
H 4.14517 1.02889 -0.65796 -0.0020 -0.0012 0.0001
H 4.88065 -1.52508 -0.89510 -0.0002 -0.0047 -0.0024
H 2.71191 -2.24523 -1.81517 0.0022 -0.0027 -0.0027
H 2.92701 -1.17675 -3.19988 -0.0040 -0.0021 0.0003
H 4.71680 -3.54968 -2.50536 -0.0036 -0.0018 0.0012
H 3.54147 -3.50050 -3.80828 -0.0005 0.0042 -0.0038
H 5.86111 -3.01911 -4.64802 -0.0012 -0.0034 0.0046
H 4.78682 -1.65185 -4.89557 0.0041 0.0001 -0.0030
H 6.76818 -1.97995 -2.59545 0.0014 -0.0012 -0.0020
H 6.95827 -0.89171 -3.95901 -0.0001 -0.0015 0.0000
H 4.97855 0.39117 -3.25143 0.0007 -0.0054 -0.0054
H 6.92552 -0.07388 -0.93644 0.0014 0.0012 0.0000
H 7.29945 0.87788 -2.37305 -0.0017 -0.0004 -0.0019
H 6.05697 1.42790 -1.26248 -0.0016 -0.0002 0.0015
H -3.63882 -1.70049 2.40167 -0.0007 -0.0003 -0.0012
H -3.92307 -3.34272 0.52408 0.0044 0.0039 0.0085
```
Forces are in eV/Å.

Output
E_tot = -35283.325 eV
Lowest unoccupied orbital energy = 0.6 eV
SMILES = Cc1cc(C(=O)N(C)CCCCCCNC(=O)C[C@H]2CCCC[C@@H]2C)ccc1F
HOMO level = -9.09 eV
ΔE to the lowest compared entry with this formula, charge and spin = 7.0 kcal per mole
Gap between HOMO and LUMO = 9.68 eV



Entry 2:
ORCA calculation (ωB97M-V/def2-TZVPD) on a single C24H37FN2O2 molecule.

```
66
Properties=species:S:1:pos:R:3:forces:R:3
C -4.02533 -0.62885 -2.95394 -0.0025 -0.0019 0.0008
C -3.52256 -1.01000 -1.59184 -0.0015 0.0008 -0.0012
C -3.71065 -0.21192 -0.47045 0.0013 0.0017 -0.0014
C -3.23262 -0.58688 0.78095 -0.0001 0.0000 0.0026
C -3.50472 0.22571 2.01341 -0.0008 -0.0048 0.0007
O -3.93600 -0.31587 3.01825 0.0006 0.0020 -0.0011
N -3.30473 1.57855 1.95744 0.0001 0.0011 -0.0008
C -3.66622 2.32385 3.15149 -0.0016 0.0001 -0.0007
C -2.30589 2.20620 1.09919 0.0009 0.0055 0.0029
C -0.96058 2.40484 1.79554 0.0012 -0.0021 -0.0008
C -0.39568 1.10081 2.34652 0.0014 -0.0024 -0.0019
C 1.07174 1.20368 2.74038 -0.0010 0.0015 -0.0047
C 1.63748 -0.11987 3.24549 -0.0041 -0.0028 0.0006
C 3.16463 -0.17480 3.23990 0.0058 0.0029 0.0063
N 3.71593 0.01698 1.90509 -0.0991 0.0347 -0.0135
C 3.49786 -0.90207 0.92579 0.1234 -0.0217 0.0236
O 3.07404 -2.01866 1.16956 0.0010 0.0010 -0.0005
C 3.81176 -0.45683 -0.48916 0.0090 -0.0935 -0.0306
C 2.62906 -0.76459 -1.41167 -0.0332 0.0803 0.0183
C 1.36537 -0.07083 -0.89455 -0.0007 -0.0005 0.0002
C 0.15030 -0.37526 -1.75999 0.0001 0.0013 0.0001
C 0.40823 0.01763 -3.20932 -0.0013 -0.0007 0.0003
C 1.66782 -0.66512 -3.73165 0.0008 -0.0007 -0.0006
C 2.90012 -0.37395 -2.87045 0.0001 0.0003 -0.0002
C 4.12272 -1.07740 -3.45115 0.0007 0.0006 -0.0006
C -2.56280 -1.79451 0.92729 0.0014 -0.0007 -0.0001
C -2.34522 -2.60540 -0.17493 -0.0024 -0.0011 -0.0020
C -2.82778 -2.19428 -1.39932 0.0048 0.0002 -0.0001
F -2.60609 -2.97883 -2.47676 -0.0015 -0.0002 0.0015
H -3.20302 -0.55470 -3.66730 0.0007 0.0011 -0.0001
H -4.71832 -1.37676 -3.34102 0.0015 -0.0003 -0.0005
H -4.53832 0.33075 -2.91691 -0.0003 -0.0002 0.0002
H -4.25379 0.72078 -0.57692 0.0002 0.0002 0.0002
H -4.63116 1.98144 3.51449 -0.0001 0.0011 0.0009
H -2.94019 2.18897 3.95875 0.0007 -0.0012 -0.0006
H -3.72309 3.38213 2.89703 -0.0006 -0.0004 0.0000
H -2.15670 1.58187 0.22165 -0.0003 -0.0007 0.0000
H -2.70219 3.16579 0.75604 0.0002 -0.0008 -0.0009
H -0.26634 2.82508 1.06018 -0.0006 -0.0005 -0.0008
H -1.04773 3.14684 2.59480 -0.0001 0.0002 0.0010
H -0.98999 0.76492 3.20297 0.0005 0.0008 0.0006
H -0.49564 0.31946 1.58398 -0.0014 0.0003 0.0008
H 1.63231 1.52537 1.85603 0.0003 0.0004 0.0015
H 1.20651 1.98655 3.49522 -0.0010 -0.0001 0.0013
H 1.27824 -0.32123 4.25837 0.0026 0.0007 0.0009
H 1.27429 -0.93757 2.61782 -0.0001 0.0012 -0.0008
H 3.58750 0.59852 3.88381 -0.0020 0.0004 -0.0010
H 3.50166 -1.14138 3.61234 -0.0019 -0.0013 -0.0013
H 3.94814 0.95093 1.61687 0.0016 -0.0005 0.0002
H 4.05126 0.61107 -0.52575 -0.0008 -0.0001 0.0008
H 4.69980 -1.00570 -0.80710 -0.0010 -0.0006 0.0001
H 2.46046 -1.84715 -1.37128 -0.0008 0.0003 -0.0001
H 1.17230 -0.38222 0.13505 0.0007 0.0000 0.0000
H 1.53890 1.01482 -0.87570 0.0002 -0.0001 -0.0002
H -0.05933 -1.44864 -1.70965 -0.0001 -0.0004 0.0001
H -0.73651 0.13183 -1.36779 -0.0005 -0.0007 -0.0002
H -0.44839 -0.24265 -3.83615 0.0000 0.0003 0.0000
H 0.53066 1.10506 -3.27536 0.0000 0.0000 0.0001
H 1.50718 -1.75005 -3.75257 0.0001 0.0002 0.0000
H 1.86702 -0.35969 -4.76239 0.0001 0.0000 0.0002
H 3.07638 0.71145 -2.89570 -0.0001 -0.0002 0.0001
H 4.02472 -2.16143 -3.34765 0.0000 -0.0001 0.0000
H 4.22502 -0.85293 -4.51442 0.0000 -0.0002 -0.0001
H 5.04970 -0.77591 -2.96313 -0.0003 -0.0002 -0.0001
H -2.22029 -2.09524 1.90860 -0.0002 0.0002 0.0001
H -1.81121 -3.54274 -0.09832 -0.0002 0.0000 0.0005
```
Forces are in eV/Å.

Output
E_tot = -35283.549 eV
Lowest unoccupied orbital energy = 0.6 eV
SMILES = Cc1cc(C(=O)N(C)CCCCCCNC(=O)C[C@H]2CCCC[C@@H]2C)ccc1F
HOMO level = -9.08 eV
ΔE to the lowest compared entry with this formula, charge and spin = 1.8 kcal per mole
Gap between HOMO and LUMO = 9.70 eV



Entry 3:
ORCA calculation (ωB97M-V/def2-TZVPD) on a single C24H37FN2O2 molecule.

```
66
Properties=species:S:1:pos:R:3:forces:R:3
C 6.67785 -1.15083 0.00967 -0.0063 -0.0023 -0.0081
C 5.72092 -0.01388 -0.20465 0.0190 -0.0163 0.0235
C 5.33856 0.84813 0.81511 -0.0169 0.0084 -0.0188
C 4.46021 1.90255 0.58751 0.0010 -0.0026 0.0304
C 4.11155 2.88397 1.66755 0.0515 0.0104 -0.0141
O 4.21409 4.08270 1.46194 -0.0244 0.0006 -0.0065
N 3.73503 2.39540 2.88812 -0.0177 -0.0208 0.0216
C 3.48853 3.38851 3.92013 -0.0157 0.0032 -0.0039
C 3.06103 1.11313 3.07013 0.0077 0.0153 0.0053
C 1.53836 1.23471 3.06793 -0.0005 -0.0156 -0.0016
C 0.99753 1.83334 1.77612 0.0029 0.0011 0.0054
C -0.52320 1.90308 1.73889 -0.0011 0.0024 -0.0087
C -1.04447 2.49972 0.43857 -0.0078 0.0058 -0.0014
C -2.56637 2.54326 0.35271 0.0110 -0.0027 0.0067
N -3.18130 1.22661 0.39291 0.0523 -0.0245 0.0383
C -3.17162 0.40232 -0.68740 -0.0847 0.0168 -0.0708
O -2.70129 0.75092 -1.75616 0.0095 0.0016 0.0141
C -3.83529 -0.94851 -0.46125 -0.0318 0.0245 -0.0066
C -3.80862 -1.85055 -1.69064 0.0582 -0.0142 0.0357
C -2.39184 -2.39035 -1.90736 -0.0044 0.0033 -0.0046
C -2.29547 -3.28273 -3.13790 -0.0090 -0.0029 -0.0010
C -3.28580 -4.43675 -3.03648 0.0052 0.0037 0.0033
C -4.70003 -3.90998 -2.82617 0.0013 -0.0028 0.0032
C -4.82410 -3.00046 -1.60055 -0.0159 0.0080 -0.0021
C -6.26563 -2.51184 -1.47815 0.0016 -0.0025 0.0035
C 3.95867 2.11804 -0.68845 -0.0079 0.0033 0.0021
C 4.30416 1.26230 -1.72193 0.0099 -0.0161 -0.0182
C 5.17113 0.22322 -1.45543 -0.0167 0.0179 0.0002
F 5.51390 -0.60587 -2.46476 0.0018 -0.0036 0.0008
H 6.19435 -2.11061 -0.17849 0.0028 0.0012 -0.0040
H 7.52710 -1.08169 -0.67058 0.0034 0.0001 0.0030
H 7.05203 -1.14797 1.03197 -0.0023 0.0022 0.0021
H 5.74784 0.70084 1.80846 0.0023 -0.0054 -0.0003
H 4.28811 4.12383 3.91610 0.0034 0.0004 -0.0011
H 2.54590 3.92126 3.76244 0.0063 0.0033 0.0027
H 3.45523 2.88534 4.88628 0.0044 0.0015 0.0010
H 3.36649 0.43893 2.27421 0.0024 -0.0003 -0.0108
H 3.40236 0.68121 4.01485 0.0016 -0.0027 -0.0054
H 1.12214 0.23304 3.21452 -0.0030 0.0028 0.0047
H 1.20756 1.83232 3.92297 -0.0016 0.0052 -0.0045
H 1.40542 2.84057 1.63683 -0.0037 0.0003 0.0005
H 1.35195 1.24035 0.92542 0.0020 -0.0012 0.0002
H -0.93172 0.89523 1.86925 0.0016 -0.0007 -0.0001
H -0.88220 2.49759 2.58785 0.0008 -0.0004 0.0010
H -0.66456 3.51979 0.32556 0.0027 -0.0018 -0.0023
H -0.66856 1.92642 -0.41242 0.0009 -0.0007 0.0005
H -2.97777 3.12399 1.18085 -0.0012 -0.0004 -0.0010
H -2.86744 3.02526 -0.57731 -0.0024 0.0009 -0.0011
H -3.55253 0.87868 1.25893 0.0053 0.0033 0.0033
H -3.33921 -1.44631 0.38006 -0.0095 -0.0043 0.0030
H -4.85914 -0.74580 -0.13904 0.0025 0.0050 -0.0049
H -4.07223 -1.23501 -2.55893 -0.0014 -0.0056 -0.0052
H -1.69858 -1.55223 -1.98612 0.0031 -0.0012 -0.0024
H -2.10408 -2.97173 -1.02079 0.0027 0.0010 -0.0001
H -2.51939 -2.68935 -4.03092 0.0043 0.0025 -0.0004
H -1.27607 -3.65684 -3.25576 -0.0010 -0.0044 0.0039
H -3.24581 -5.06360 -3.93022 0.0020 0.0055 -0.0031
H -3.00783 -5.07553 -2.19032 -0.0028 -0.0040 -0.0013
H -5.00656 -3.33794 -3.71087 -0.0002 -0.0016 -0.0018
H -5.40646 -4.73929 -2.73220 0.0013 -0.0004 -0.0014
H -4.57911 -3.59795 -0.71066 0.0046 -0.0049 -0.0030
H -6.50420 -1.82420 -2.29408 -0.0028 -0.0002 0.0002
H -6.96001 -3.35189 -1.53938 0.0025 -0.0014 -0.0004
H -6.46462 -1.99841 -0.53742 0.0014 0.0000 -0.0006
H 3.30292 2.96016 -0.86575 0.0000 -0.0007 -0.0025
H 3.92217 1.39137 -2.72530 -0.0046 0.0078 0.0037
```
Forces are in eV/Å.

Output
E_tot = -35283.363 eV
Lowest unoccupied orbital energy = 0.6 eV
SMILES = Cc1cc(C(=O)N(C)CCCCCCNC(=O)C[C@H]2CCCC[C@@H]2C)ccc1F
HOMO level = -9.08 eV
ΔE to the lowest compared entry with this formula, charge and spin = 6.1 kcal per mole
Gap between HOMO and LUMO = 9.66 eV